[1]
ORCA calculation (ωB97M-V with the def2-TZVPD basis set) on a 7-piece molecular cluster, C34H65NO13P overall at a distorted geometry.

Computed properties:
* LUMO level: -4.134 eV
* spin multiplicity: 1
* charge: +1
* frontier orbital gap: 6.671 eV

Cartesian coordinates (Å):
1 C -1.09 -6.97 -4.06
2 C -2.49 -6.95 -3.18
3 O -2.76 -8.39 -2.84
4 C -3.81 -6.44 -4.01
5 N -3.81 -4.97 -4.37
6 C -2.71 -3.97 -4.09
7 C -2.72 -2.37 -4.53
8 C -4.06 -1.79 -5.32
9 C -5.27 -2.88 -5.59
10 C -5.08 -4.46 -5.08
11 P -6.60 -5.60 -5.46
12 C -6.14 -7.05 -6.60
13 C -7.44 -6.16 -3.84
14 H -0.34 -6.22 -3.52
15 H -1.22 -6.61 -5.17
16 H -0.55 -8.03 -4.03
17 H -2.34 -6.42 -2.13
18 H -2.55 -8.87 -3.72
19 H -3.88 -7.13 -4.98
20 H -4.74 -6.60 -3.29
21 H -1.72 -4.30 -3.50
22 H -1.85 -1.61 -4.33
23 H -4.21 -0.69 -5.68
24 H -6.25 -2.54 -6.13
25 H -6.98 -7.16 -7.42
26 H -6.10 -8.07 -5.99
27 H -5.09 -6.88 -7.14
28 H -7.10 -7.20 -3.42
29 H -7.15 -5.34 -3.01
30 H -8.62 -6.06 -3.96
31 O 1.64 -7.01 -4.80
32 C 2.42 -7.96 -4.78
33 O 2.93 -8.46 -5.93
34 C 3.98 -9.44 -6.00
35 C 3.42 -10.84 -5.88
36 C 2.74 -8.65 -3.48
37 H 4.76 -9.23 -5.26
38 H 4.45 -9.32 -6.98
39 H 2.93 -11.00 -4.92
40 H 4.21 -11.58 -5.99
41 H 2.66 -11.02 -6.65
42 H 1.95 -9.36 -3.24
43 H 2.80 -7.89 -2.69
44 H 3.70 -9.16 -3.48
45 O -0.23 -1.09 -3.05
46 C -0.60 -0.85 -1.91
47 O -1.92 -0.87 -1.59
48 C -2.43 -0.79 -0.25
49 C -2.56 0.66 0.19
50 C 0.39 -0.44 -0.86
51 H -1.84 -1.39 0.44
52 H -3.43 -1.24 -0.28
53 H -1.59 1.16 0.22
54 H -3.01 0.72 1.19
55 H -3.19 1.22 -0.51
56 H 0.60 0.63 -0.96
57 H 1.32 -1.00 -1.02
58 H 0.07 -0.66 0.16
59 O 2.45 1.60 0.29
60 C 2.19 2.52 1.07
61 O 0.92 2.97 1.21
62 C 0.49 3.89 2.23
63 C 0.73 5.32 1.79
64 C 3.29 3.22 1.82
65 H 0.95 3.67 3.19
66 H -0.58 3.73 2.35
67 H 1.79 5.53 1.63
68 H 0.35 6.03 2.53
69 H 0.23 5.52 0.83
70 H 3.74 3.97 1.17
71 H 4.05 2.48 2.09
72 H 2.97 3.68 2.75
73 O 5.45 4.51 3.10
74 C 5.19 5.43 3.88
75 O 3.92 5.88 4.02
76 C 3.49 6.80 5.03
77 C 3.73 8.23 4.59
78 C 6.29 6.13 4.62
79 H 3.95 6.57 6.00
80 H 2.42 6.64 5.16
81 H 4.79 8.44 4.44
82 H 3.35 8.93 5.34
83 H 3.23 8.43 3.64
84 H 6.74 6.88 3.98
85 H 7.05 5.38 4.90
86 H 5.97 6.59 5.56
87 O 5.51 6.48 8.29
88 C 4.83 5.86 9.11
89 O 3.48 5.96 9.09
90 C 2.59 5.15 9.87
91 C 2.41 5.72 11.26
92 C 5.48 5.06 10.19
93 H 2.92 4.10 9.89
94 H 1.63 5.16 9.35
95 H 3.36 5.75 11.81
96 H 1.69 5.13 11.84
97 H 2.05 6.75 11.21
98 H 5.76 5.73 11.01
99 H 6.39 4.59 9.78
100 H 4.87 4.25 10.57
101 O -2.45 5.32 1.45
102 C -2.87 5.33 0.29
103 O -2.04 5.06 -0.74
104 C -2.46 4.85 -2.10
105 C -2.60 6.17 -2.83
106 C -4.29 5.72 0.00
107 H -3.37 4.25 -2.14
108 H -1.68 4.26 -2.58
109 H -3.37 6.81 -2.37
110 H -2.87 6.01 -3.87
111 H -1.66 6.73 -2.79
112 H -4.36 6.81 -0.03
113 H -4.93 5.34 0.80
114 H -4.68 5.30 -0.93

---

[2]
ORCA calculation (ωB97M-V with the def2-TZVPD basis set) on C24H19N9O6Ta as an isolated structure at a distorted geometry.

Computed properties:
* LUMO level: -11.125 eV
* spin multiplicity: 1
* charge: +3
* ΔE to the lowest compared entry with this formula, charge and spin: 8.75 kcal/mol
* frontier orbital gap: 6.975 eV

Cartesian coordinates (Å):
1 Ta -0.35 -0.41 -0.03
2 O 1.80 0.95 3.25
3 C 1.09 0.83 2.30
4 N 1.18 -0.18 1.30
5 C 2.34 -1.00 1.25
6 O 3.32 -0.89 1.91
7 C 2.18 -2.06 0.20
8 C 3.14 -3.01 -0.05
9 C 2.91 -3.94 -1.06
10 C 1.73 -3.87 -1.79
11 C 0.81 -2.89 -1.50
12 N 1.03 -2.00 -0.51
13 C -0.05 1.77 2.03
14 C -0.14 2.99 2.65
15 C -1.23 3.79 2.34
16 C -2.19 3.34 1.44
17 C -2.02 2.11 0.84
18 N -0.95 1.34 1.12
19 H 4.05 -3.01 0.55
20 H 3.65 -4.70 -1.28
21 H 1.52 -4.57 -2.59
22 H -0.11 -2.79 -2.06
23 H 0.63 3.28 3.35
24 H -1.35 4.77 2.80
25 H -3.06 3.93 1.19
26 H -2.74 1.73 0.12
27 N -2.35 -3.00 2.83
28 C -1.20 -2.89 3.59
29 C -0.36 -2.09 2.89
30 N -0.98 -1.72 1.70
31 C -2.18 -2.28 1.72
32 C -3.00 -1.99 0.57
33 N -2.43 -1.17 -0.32
34 C -3.33 -1.05 -1.37
35 C -4.43 -1.79 -1.09
36 N -4.19 -2.39 0.14
37 H -3.18 -3.52 3.11
38 H -1.10 -3.37 4.55
39 H 0.63 -1.76 3.16
40 H -3.13 -0.46 -2.25
41 H -5.34 -1.96 -1.64
42 H -4.83 -3.02 0.61
43 C 3.09 2.25 0.24
44 C 2.09 2.17 -0.86
45 N 1.04 1.36 -1.05
46 C 0.54 1.69 -2.30
47 C 1.25 2.70 -2.86
48 N 2.20 2.99 -1.93
49 C 1.27 3.50 -4.13
50 O 0.35 3.24 -5.05
51 O 2.13 4.32 -4.25
52 C -0.54 0.89 -2.80
53 O -1.22 0.96 -3.76
54 O -0.75 -0.13 -1.83
55 H 2.93 1.50 1.00
56 H 3.07 3.24 0.70
57 H 4.09 2.10 -0.16
58 H 2.92 3.69 -2.10
59 H -0.23 2.50 -4.82

---

[3]
ORCA calculation (ωB97M-V with the def2-TZVPD basis set) on C25H36FeNO2 as an isolated structure at a distorted geometry.

Computed properties:
* LUMO level (alpha / beta): 0.803 / -1.965 eV
* spin multiplicity: 6
* ΔE to the lowest compared entry with this formula, charge and spin: 0.00 kcal/mol
* frontier orbital gap (alpha / beta): 6.430 / 5.356 eV

Cartesian coordinates (Å):
1 O -3.78 2.94 -1.14
2 C -4.85 2.38 -1.99
3 C -5.54 3.72 -2.23
4 H -5.44 1.64 -1.43
5 H -4.47 1.94 -2.92
6 C -4.39 4.25 -1.34
7 H -6.53 3.82 -1.78
8 H -5.47 4.09 -3.25
9 C -4.93 4.90 -0.08
10 H -5.57 4.21 0.47
11 H -5.52 5.78 -0.36
12 H -4.11 5.24 0.56
13 C -3.50 5.20 -2.12
14 H -3.13 4.75 -3.04
15 H -2.65 5.53 -1.51
16 H -4.09 6.10 -2.39
17 Fe 2.76 -0.90 0.92
18 C 4.23 -1.11 -0.69
19 C 3.65 -2.35 -1.12
20 C 2.26 -2.14 -1.35
21 H 4.19 -3.28 -1.27
22 C 1.96 -0.76 -1.10
23 C 3.22 -0.08 -0.82
24 H 3.39 0.98 -0.90
25 H 5.29 -0.94 -0.47
26 H 1.54 -2.89 -1.69
27 H 1.02 -0.27 -1.32
28 C 3.73 -0.55 2.74
29 C 3.77 0.54 1.81
30 C 2.40 0.90 1.48
31 H 4.67 1.07 1.51
32 C 1.53 0.02 2.22
33 C 2.35 -0.86 3.01
34 H 2.01 -1.56 3.76
35 H 4.60 -0.96 3.25
36 H 2.10 1.76 0.90
37 H 0.44 0.09 2.27
38 O -2.12 0.09 0.43
39 C -1.34 1.16 -0.16
40 C -1.32 1.01 -1.70
41 H -0.31 1.17 0.28
42 H -1.81 2.13 0.11
43 C -2.45 0.01 -1.95
44 H -0.37 0.61 -2.07
45 H -1.44 1.98 -2.19
46 C -2.43 -0.83 -0.66
47 H -2.37 -0.55 -2.89
48 H -3.39 0.60 -1.97
49 H -1.63 -1.61 -0.72
50 H -3.38 -1.36 -0.47
51 C 5.03 -3.55 1.71
52 C 3.60 -3.87 1.72
53 C 3.03 -5.14 1.95
54 C 1.63 -4.98 1.87
55 C 1.39 -3.62 1.59
56 C 0.08 -2.95 1.47
57 N 2.59 -2.96 1.47
58 H 5.26 -2.64 2.27
59 H 5.41 -3.42 0.69
60 H 5.59 -4.37 2.17
61 H 3.59 -6.04 2.13
62 H 0.84 -5.72 2.01
63 H 0.12 -2.03 0.87
64 H -0.65 -3.62 0.98
65 H -0.32 -2.68 2.46

---

It is found that the total energy values, taken in the order of the records, are -2708.1624; -1926.5754; -2442.8992 Ha.